{
  "formula": "C27H53BF3N2O7S5",
  "method": "ωB97M-V with the def2-TZVPD basis set",
  "relative_energy_kj_mol": 496.1,
  "homo_ev": -5.71,
  "total_charge": -1,
  "homo_lumo_gap_ev": 7.505,
  "total_energy_ev": -109168.63851,
  "symbols": ["C", "C", "N", "C", "C", "C", "S", "S", "C", "C", "C", "B", "C", "C", "C", "F", "F", "F", "C", "C", "O", "N", "C", "C", "H", "H", "H", "H", "H", "H", "H", "H", "H", "H", "H", "H", "H", "H", "H", "H", "H", "H", "H", "H", "H", "H", "H", "H", "H", "H", "H", "H", "H", "C", "C", "C", "S", "O", "O", "C", "H", "H", "H", "H", "H", "H", "H", "H", "C", "C", "C", "S", "O", "O", "C", "H", "H", "H", "H", "H", "H", "H", "H", "C", "C", "C", "S", "O", "O", "C", "H", "H", "H", "H", "H", "H", "H", "H"],
  "positions_angstrom": [[1.200900, -4.900127, -0.752495], [1.174478, -5.480953, -2.283948], [1.285923, -4.446436, -3.375070], [2.425150, -3.480324, -3.183611], [2.052568, -2.074083, -2.433989], [-0.024605, -3.783580, -3.717322], [-1.416503, -3.706019, -2.743281], [-0.167836, -2.980883, -5.439640], [-0.152116, -1.112362, -5.314141], [-1.480471, -0.484742, -4.514961], [-1.142094, -0.026179, -2.972358], [-2.438508, 0.493212, -2.104560], [-2.297339, 2.109799, -1.840742], [-1.758470, 2.401690, -0.292945], [-0.195147, 1.941513, -0.051665], [0.275933, 2.705565, 1.163486], [-0.030377, 0.502186, 0.291606], [0.730852, 2.315017, -1.149262], [-3.902247, 0.017188, -2.708996], [-5.175536, 0.313045, -1.705573], [-5.456255, 1.557405, -1.228434], [-6.179072, -0.771820, -1.263546], [-6.910256, -1.332006, -2.490547], [-5.492301, -1.868944, -0.479267], [2.262357, -4.560222, -0.372640], [0.798710, -5.729170, -0.007061], [0.484441, -3.961676, -0.581661], [0.212794, -6.175464, -2.363617], [2.107873, -6.214424, -2.410059], [3.342588, -4.064681, -2.699502], [2.801233, -3.184967, -4.277593], [1.067881, -2.109413, -1.777094], [2.079826, -1.123699, -3.155526], [2.931403, -1.871044, -1.651478], [0.853353, -0.670505, -4.901325], [-0.248304, -0.703192, -6.431181], [-1.732691, 0.521750, -5.104740], [-2.322109, -1.291728, -4.616009], [-0.287190, 0.800114, -3.051399], [-0.673169, -0.932898, -2.400351], [-2.350304, -0.028518, -1.029129], [-3.283707, 2.712012, -2.098997], [-1.455603, 2.571873, -2.547859], [-1.790253, 3.567953, -0.136129], [-2.429051, 1.802902, 0.457532], [-4.100066, 0.528140, -3.758122], [-3.803437, -1.157365, -2.895682], [-6.844598, -2.514311, -2.421477], [-8.067868, -1.067169, -2.492737], [-6.414215, -1.015531, -3.502606], [-4.644386, -2.422391, -1.098629], [-5.059724, -1.507148, 0.571813], [-6.308420, -2.694880, -0.205123], [2.850990, 6.365966, 0.939802], [2.440609, 5.158604, 0.098099], [1.670300, 5.683788, -1.112221], [2.290938, 7.329829, -1.423694], [1.223970, 8.277941, -1.181216], [3.059859, 7.325022, -2.652185], [3.416131, 7.380816, -0.042768], [3.584147, 6.096768, 1.705728], [1.970445, 6.781482, 1.444209], [3.338660, 4.626600, -0.238668], [1.836368, 4.450518, 0.673778], [1.834533, 5.060603, -1.994937], [0.599632, 5.759182, -0.903279], [3.463120, 8.392449, 0.363894], [4.402284, 7.073119, -0.403145], [3.041445, -3.880359, 3.681676], [2.969338, -5.369626, 4.015569], [3.518347, -6.136251, 2.813510], [4.682111, -5.042724, 2.012566], [4.166115, -4.699419, 0.704123], [6.025495, -5.550335, 2.207766], [4.429496, -3.654584, 3.101083], [2.868763, -3.257468, 4.564181], [2.277183, -3.631275, 2.935821], [3.587076, -5.575847, 4.898070], [1.947175, -5.682726, 4.250193], [4.031521, -7.051208, 3.120146], [2.728338, -6.374669, 2.096075], [4.514822, -2.721074, 2.542280], [5.194762, -3.697985, 3.881808], [-0.294561, 3.472143, 4.290046], [-1.396155, 2.537361, 3.792778], [-1.673898, 1.524695, 4.902479], [-1.261459, 2.340033, 6.437659], [-0.126456, 1.662682, 7.028505], [-2.478394, 2.605069, 7.178790], [-0.692389, 3.861954, 5.705860], [-0.186115, 4.350319, 3.646872], [0.664198, 2.940098, 4.302236], [-2.303346, 3.118950, 3.588587], [-1.111808, 2.035644, 2.862550], [-2.725116, 1.226156, 4.920756], [-1.037171, 0.640945, 4.806378], [0.135759, 4.269801, 6.287938], [-1.531101, 4.564503, 5.699942]],
  "forces_ev_per_a": [[-0.32, 0.59, 0.97], [0.34, -1.14, 1.39], [-2.92, 0.91, 0.67], [1.20, 0.88, -1.61], [1.23, 0.43, 1.30], [0.20, 0.30, 1.01], [2.36, -0.59, -1.56], [1.08, 0.02, 0.94], [-0.85, 2.00, 0.05], [1.33, 0.56, -0.22], [1.32, -1.25, -1.40], [0.12, 0.60, 0.10], [0.80, 1.79, -0.13], [0.07, 0.27, -1.14], [-0.13, -0.01, 0.46], [-0.50, -2.14, -3.07], [0.03, 4.67, -1.18], [-2.47, -1.38, 3.61], [-1.80, -1.02, -0.54], [-1.09, 5.42, 1.54], [1.83, -7.50, -2.95], [1.45, 0.03, -1.08], [-0.16, -1.21, -0.11], [0.00, -1.25, 0.59], [-2.10, -0.88, -1.03], [0.89, 1.53, -1.58], [1.44, -2.20, -0.69], [1.97, 1.88, -0.30], [-1.91, 1.65, 0.23], [-2.25, 1.27, -0.78], [-0.81, -0.66, 2.30], [2.03, 0.07, -1.74], [-0.41, -2.35, 1.52], [-1.84, -0.39, -1.59], [-1.96, -1.07, -0.65], [0.36, -1.45, 2.16], [0.17, -2.25, 1.14], [1.47, 1.76, 0.27], [-1.64, -1.70, 0.12], [-0.65, 1.51, -1.28], [-0.07, -0.37, 0.70], [1.97, -0.99, 1.14], [-1.68, -0.75, 1.38], [0.30, -2.33, 0.19], [1.48, 1.26, -1.29], [0.00, -0.94, 2.06], [-0.64, 2.35, 0.33], [-0.16, 2.37, -0.33], [2.54, -0.26, 0.09], [-0.93, -0.47, 1.92], [-1.51, 1.13, 1.28], [-0.87, -0.45, -2.55], [1.66, 1.83, -0.67], [-0.08, -0.03, 0.21], [0.09, -0.35, 0.21], [-0.27, -0.61, 0.00], [0.07, -0.07, -0.34], [0.36, -0.08, -0.27], [-0.41, 0.33, 0.29], [0.36, 0.13, 0.49], [-0.10, 0.06, -0.09], [0.13, 0.00, -0.05], [-0.12, 0.08, 0.04], [0.12, 0.10, -0.20], [-0.13, 0.26, 0.06], [0.16, 0.09, -0.10], [-0.04, -0.04, -0.23], [-0.16, 0.07, -0.03], [-0.28, 0.13, 0.00], [-0.13, -0.05, 0.35], [-0.42, -0.55, 0.22], [0.42, 0.03, -0.05], [0.55, -0.19, 0.34], [-0.41, 0.15, -0.42], [-0.09, 0.48, 0.29], [0.02, -0.07, -0.16], [0.12, 0.02, 0.09], [-0.08, 0.03, -0.12], [0.18, 0.03, -0.04], [0.01, 0.17, -0.25], [0.20, 0.10, -0.02], [0.10, -0.20, -0.06], [-0.04, -0.04, -0.17], [0.20, -0.04, -0.19], [-0.14, 0.03, -0.40], [-0.21, -0.38, -0.47], [-0.32, 0.09, 0.11], [-0.36, 0.13, 0.14], [0.54, -0.25, 0.12], [0.24, 0.50, -0.17], [0.00, -0.14, 0.08], [-0.10, 0.10, 0.00], [0.12, -0.08, 0.03], [-0.11, 0.13, 0.26], [0.22, -0.01, 0.19], [-0.06, 0.15, 0.15], [-0.17, -0.13, 0.11], [0.07, -0.14, 0.07]]
}

{
  "formula": "C3H3FGaO3",
  "method": "ωB97M-V with the def2-TZVPD basis set",
  "s2": 0.752,
  "relative_energy_kj_mol": 86.7,
  "homo_ev": [-20.63, -22.26],
  "total_charge": 2,
  "multiplicity": 2,
  "homo_lumo_gap_ev": [7.842, 8.971],
  "total_energy_ev": -64371.01789,
  "symbols": ["C", "C", "F", "H", "H", "H", "O", "C", "O", "O", "Ga"],
  "positions_angstrom": [[-0.799471, 0.847082, 0.013931], [-1.297304, -0.394687, -0.606918], [-1.271793, 1.005329, 1.280951], [-0.773115, 1.769420, -0.574762], [-1.026034, -0.532859, -1.654680], [-2.117672, -0.921049, -0.119918], [0.240085, -1.550137, 0.515040], [1.165765, -0.732567, 0.556613], [2.409892, -0.931177, 0.416684], [0.855764, 0.571015, 0.177089], [2.613883, 0.869634, -0.004032]],
  "forces_ev_per_a": [[0.75, 0.60, 3.43], [1.42, -1.13, 0.84], [1.17, -0.14, -2.62], [-0.24, -0.05, 0.04], [0.02, -0.56, 0.13], [-0.12, 0.00, -0.16], [-0.84, 1.56, -0.14], [-2.29, -3.36, -2.70], [0.37, 0.18, 1.40], [-4.77, 0.86, 0.51], [4.52, 2.05, -0.75]]
}

{
  "formula": "C12H13NO4ReS4Sb",
  "method": "ωB97M-V with the def2-TZVPD basis set",
  "relative_energy_kj_mol": 0.0,
  "homo_ev": -8.52,
  "homo_lumo_gap_ev": 6.565,
  "total_energy_ev": -74346.34064,
  "symbols": ["Re", "O", "C", "O", "C", "C", "C", "C", "C", "N", "C", "O", "O", "H", "H", "H", "S", "Sb", "S", "S", "S", "C", "C", "C", "C", "C", "H", "H", "H", "H", "H", "H", "H", "H", "H", "H"],
  "positions_angstrom": [[0.520924, 0.525584, -0.117354], [1.218190, 3.619916, 2.353932], [1.118984, 2.541373, 1.860056], [0.370961, 2.283907, 0.745058], [1.738655, 1.303414, 2.438081], [2.449433, 1.177889, 3.611564], [2.815071, -0.103802, 4.018348], [2.424611, -1.216823, 3.279536], [1.715607, -1.003776, 2.115472], [1.438904, 0.229164, 1.720790], [1.084509, -2.022381, 1.207630], [1.168274, -3.200522, 1.395561], [0.377673, -1.452469, 0.215977], [2.686735, 2.063763, 4.183695], [3.381645, -0.236000, 4.930251], [2.640235, -2.230242, 3.588645], [2.762810, 3.546388, -3.319048], [1.897603, 1.524762, -3.274093], [2.501299, 0.520210, -1.063106], [-0.365877, 1.650878, -2.014428], [1.580850, -0.058841, -4.777226], [-3.107973, 0.334112, -2.373884], [-2.135928, -0.502377, -1.540404], [-2.503777, -0.329672, -0.060801], [-2.244871, -1.972522, -1.942444], [-0.674604, -0.060404, -1.792770], [-4.119218, -0.057432, -2.243093], [-2.860525, 0.289310, -3.436310], [-3.111343, 1.381491, -2.066576], [-3.573616, -0.489438, 0.088025], [-2.308780, 0.703864, 0.272842], [-1.965161, -1.024525, 0.578471], [-3.248438, -2.348299, -1.732551], [-1.528303, -2.582315, -1.388885], [-2.047408, -2.097889, -3.008838], [-0.097149, -0.706312, -2.452115]],
  "forces_ev_per_a": [[0.61, 0.28, -0.68], [0.03, 0.11, 0.00], [-0.37, 0.03, -0.40], [0.20, -0.08, 0.65], [-0.03, -0.12, -0.09], [0.03, -0.01, 0.10], [0.00, 0.00, -0.01], [0.02, -0.01, 0.10], [-0.01, 0.09, -0.05], [-0.08, -0.14, 0.03], [-0.18, 0.12, -0.31], [0.00, -0.08, -0.04], [0.01, -0.23, 0.46], [0.02, -0.02, 0.02], [-0.01, 0.00, -0.01], [0.02, 0.03, 0.02], [0.05, 0.24, -0.05], [-0.04, -0.07, 0.01], [-0.28, -0.01, 0.20], [-0.06, -0.02, 0.10], [0.02, -0.18, -0.15], [-0.08, -0.05, -0.12], [0.18, 0.03, 0.01], [0.02, 0.31, -0.01], [0.03, -0.10, 0.08], [-0.08, 0.06, 0.28], [0.01, 0.01, -0.02], [0.02, 0.00, 0.01], [0.01, -0.03, 0.01], [0.03, -0.04, 0.01], [0.01, -0.07, -0.02], [0.03, -0.11, 0.04], [0.00, 0.01, -0.02], [-0.01, 0.02, 0.00], [-0.01, 0.02, 0.01], [-0.09, 0.01, -0.16]]
}

{
  "formula": "CH3Cl2PS",
  "method": "ωB97M-V with the def2-TZVPD basis set",
  "relative_energy_kj_mol": 118.9,
  "homo_ev": -9.55,
  "smiles": "CSP(Cl)Cl",
  "homo_lumo_gap_ev": 8.420,
  "total_energy_ev": -46255.09176,
  "symbols": ["C", "P", "S", "Cl", "Cl", "H", "H", "H"],
  "positions_angstrom": [[1.235298, -0.438827, -0.731214], [-1.592686, 0.505536, 0.125071], [-0.192593, -1.152985, 0.280749], [-3.096558, -0.128387, 1.204602], [-0.727017, 2.253174, 1.752372], [1.066288, 0.635975, -0.579144], [1.208140, -0.759502, -1.763372], [2.099128, -0.914983, -0.289064]],
  "forces_ev_per_a": [[-1.61, -0.27, 0.74], [2.63, 1.13, 0.57], [-0.56, 1.03, -0.35], [-0.71, -0.60, 0.66], [-0.68, -1.75, -1.51], [1.03, -0.31, -0.26], [-0.42, 0.16, -0.21], [0.32, 0.61, 0.36]]
}

{
  "formula": "CF3NO3",
  "method": "ωB97M-V with the def2-TZVPD basis set",
  "relative_energy_kj_mol": 189.4,
  "homo_ev": [-11.14, -11.14],
  "homo_lumo_gap_ev": [9.910, 9.910],
  "total_energy_ev": -16816.03298,
  "symbols": ["C", "N", "O", "O", "O", "F", "F", "F"],
  "positions_angstrom": [[-1.047003, 0.780441, -0.118169], [1.284708, -0.952989, 0.141796], [2.392591, -1.130504, 0.614946], [0.550852, -1.695338, -0.493685], [0.776698, 0.243050, 0.576222], [-1.294662, 1.972623, 0.437254], [-1.917349, -0.114840, 0.191576], [-0.745835, 0.897557, -1.349941]],
  "forces_ev_per_a": [[2.25, 0.65, 1.43], [-0.55, -0.11, 1.42], [-1.11, -0.33, -1.31], [1.18, 0.75, 0.28], [-3.00, 1.13, -1.02], [0.76, -2.18, -0.39], [0.74, 0.37, -0.10], [-0.27, -0.28, -0.33]]
}